C8H15N4 | the ωB97M-V functional and the def2-TZVPD basis

```
27
Properties=species:S:1:pos:R:3:lowdin_charge:R:1
C -4.750 0.445 0.263 0.15
C -3.437 0.514 -0.230 -0.06
C -2.223 -0.179 -0.057 -0.33
N -2.263 -1.361 0.528 0.26
N -1.126 0.302 -0.642 0.15
C 0.240 -0.175 -0.517 -0.22
C 0.479 -1.619 -0.905 -0.02
C 1.290 0.584 -0.110 -0.27
C 1.121 2.090 0.395 0.02
N 2.565 0.295 -0.228 0.04
N 3.295 -0.295 0.607 0.02
C 4.681 -0.593 0.290 -0.08
H -5.627 1.190 0.063 0.13
H -4.896 -0.262 1.015 0.03
H -3.207 1.391 -0.733 0.08
H -3.001 -1.470 1.167 0.12
H -1.384 -1.840 0.543 0.09
H -1.168 1.309 -0.805 0.16
H -0.300 -1.905 -1.652 0.10
H 0.218 -2.243 0.031 0.10
H 1.406 -1.799 -1.291 0.05
H 0.125 2.328 0.379 0.01
H 1.488 2.699 -0.434 0.09
H 1.440 2.454 1.395 0.11
H 5.115 -0.231 -0.699 0.11
H 5.182 -0.008 1.051 0.08
H 4.738 -1.622 0.576 0.07
```

LUMO energy: -4.6 eV
largest force on an atom: 5.80 eV/A
spin multiplicity: 1
orbital gap: 7.01 eV
E: -532.46967 hartree
ΔE to the lowest compared entry with this formula, charge and spin: 3.356 eV
SMILES: C=C/C(N)=[NH+]/C(C)=C(C)/N=N/C
net charge: +1



C8H15N4 | the ωB97M-V functional and the def2-TZVPD basis

```
27
Properties=species:S:1:pos:R:3:lowdin_charge:R:1
N -2.620 1.269 -0.551 0.10
C -1.185 1.313 -0.152 -0.22
C -0.379 2.428 -0.808 -0.07
N 0.323 2.257 -1.843 0.11
C 0.417 1.062 -2.499 -0.12
N 0.234 0.006 -1.795 0.10
C -0.392 -0.005 -0.543 -0.36
N -1.424 -1.250 -0.844 0.25
C 0.374 -0.443 0.678 -0.31
C 1.509 0.344 1.250 -0.14
C 2.569 -0.735 0.789 -0.09
C 1.296 -1.631 0.308 -0.09
H -3.312 1.335 0.125 0.07
H -2.719 1.827 -1.339 0.07
H -1.019 1.508 0.981 0.18
H -0.267 3.405 -0.345 0.13
H 0.774 0.959 -3.533 0.14
H -1.194 -1.976 -1.516 0.16
H -1.667 -1.695 0.033 0.15
H -2.248 -0.697 -1.222 0.15
H -0.350 -0.494 1.465 0.13
H 1.476 0.439 2.312 0.11
H 1.726 1.370 0.777 0.14
H 3.187 -0.415 -0.181 0.15
H 3.197 -1.111 1.621 0.10
H 1.181 -1.713 -0.798 0.10
H 1.147 -2.517 0.792 0.07
```

LUMO energy: -4.2 eV
largest force on an atom: 3.98 eV/A
spin multiplicity: 1
orbital gap: 8.84 eV
E: -532.50932 hartree
ΔE to the lowest compared entry with this formula, charge and spin: 2.278 eV
SMILES: N[C@@H]1C=NC=N[C@@]1([NH3+])C1CCC1
net charge: +1



C8H15N4OP | the ωB97M-V functional and the def2-TZVPD basis

```
29
Properties=species:S:1:pos:R:3:lowdin_charge:R:1
C -3.839 0.838 -0.073 -0.11
C -2.879 1.511 -0.783 -0.10
C -3.412 -0.254 0.662 -0.09
C -1.678 0.836 -0.998 -0.14
C -2.111 -0.744 0.689 -0.08
C -1.225 -0.228 -0.253 -0.33
C 3.259 -0.019 -0.706 -0.13
C 1.575 2.567 1.007 -0.10
N 0.733 -3.696 0.088 -0.04
N 2.765 0.823 0.241 -0.15
N -0.016 -2.662 -0.464 -0.29
N 2.185 1.896 -0.148 0.02
O 1.032 -0.787 1.069 -0.41
P 0.515 -0.934 -0.315 0.79
H -4.824 1.237 0.009 0.10
H -3.151 2.497 -1.390 0.14
H -4.238 -0.593 1.184 0.08
H -0.929 1.281 -1.691 0.10
H -1.926 -1.578 1.372 0.11
H 3.971 -0.626 -0.408 0.05
H 2.341 -0.697 -1.233 0.07
H 3.485 0.463 -1.545 0.05
H 0.726 3.304 0.547 0.13
H 1.074 1.959 1.672 0.04
H 2.220 3.316 1.378 0.05
H 0.960 -3.314 0.998 0.06
H 1.493 -3.867 -0.523 0.05
H 2.344 0.326 0.972 0.05
H -0.450 -2.854 -1.359 0.07
```

LUMO energy (alpha / beta): -1.2 / 0.2 eV
largest force on an atom: 5.79 eV/A
spin multiplicity: 1
orbital gap (alpha / beta): 5.75 / 7.61 eV
E: -949.25223 hartree
ΔE to the lowest compared entry with this formula, charge and spin: 3.154 eV



C8H15NO | the ωB97M-V functional and the def2-TZVPD basis

```
25
Properties=species:S:1:pos:R:3:lowdin_charge:R:1
C 0.385 2.234 -1.639 -0.09
C 0.375 0.794 -2.067 -0.42
C 1.348 0.431 -3.238 -0.04
C 0.818 0.098 -0.872 -0.16
C 0.011 -0.826 -0.594 -0.31
O -0.777 -1.651 -0.644 0.18
H 0.014 2.860 -2.336 0.03
H 1.326 2.610 -1.210 0.09
H -0.334 2.356 -0.755 0.11
H -0.709 0.509 -2.308 0.17
H 2.003 1.245 -3.384 0.05
H 0.786 0.305 -4.142 0.06
H 1.898 -0.526 -3.051 0.09
H 1.777 0.350 -0.289 0.17
C -1.857 -0.164 2.758 -0.06
C -0.473 -0.030 2.222 -0.23
N 0.372 -0.925 1.902 -0.03
C 0.012 -2.331 2.138 -0.11
H -2.471 0.464 2.131 0.07
H -2.045 0.301 3.771 0.10
H -2.311 -1.120 2.670 0.05
H -0.127 0.933 2.126 0.08
H 0.494 -2.668 3.083 0.10
H -1.006 -2.392 2.377 0.04
H 0.491 -2.857 1.350 0.06
```

LUMO energy: 0.9 eV
largest force on an atom: 4.52 eV/A
spin multiplicity: 1
orbital gap: 9.11 eV
E: -443.69658 hartree
ΔE to the lowest compared entry with this formula, charge and spin: 3.935 eV
SMILES: CC(C)C=C=O.C/C=N\C



C8H15NP | the ωB97M-V functional and the def2-TZVPD basis

```
25
Properties=species:S:1:pos:R:3:mulliken_spin:R:1
C 0.672 0.168 -0.926 0.34
C 0.006 1.269 -0.552 0.33
C -0.879 -0.914 0.455 0.71
C 1.921 0.192 -1.651 -0.01
C 0.277 2.698 -0.833 0.02
C -1.415 -2.125 1.244 0.00
C 0.686 -2.366 -0.621 -0.01
C -1.506 1.467 2.017 0.10
N 0.082 -1.055 -0.460 0.21
P -1.608 0.823 0.304 0.12
H 2.721 -0.388 -0.951 0.03
H 2.324 1.280 -1.776 0.00
H 1.797 -0.352 -2.714 0.03
H 0.097 2.809 -1.913 0.04
H 1.388 2.909 -0.857 0.01
H -0.327 3.503 -0.347 0.01
H -0.774 -2.326 2.103 0.04
H -1.397 -2.879 0.515 0.03
H -2.382 -1.776 1.741 0.01
H 1.229 -2.643 0.335 0.01
H 1.485 -2.233 -1.433 0.00
H -0.110 -2.976 -1.146 0.01
H -1.733 2.543 2.267 -0.01
H -0.554 1.505 2.402 -0.01
H -2.001 0.867 2.797 -0.01
```

LUMO energy (alpha / beta): -2.8 / -6.9 eV
largest force on an atom: 6.00 eV/A
spin multiplicity: 3
orbital gap (alpha / beta): 7.42 / 6.23 eV
E: -709.52063 hartree
expectation value of S²: 2.01
net charge: +1



C8H16 | the ωB97M-V functional and the def2-TZVPD basis

```
24
Properties=species:S:1:pos:R:3:lowdin_charge:R:1
C 2.178 2.911 -0.789 -0.16
C 1.425 2.146 0.205 -0.22
C 1.558 0.828 0.356 -0.16
C 0.606 0.138 1.292 -0.28
C 0.366 -1.154 0.767 -0.27
C -0.673 -1.168 -0.413 -0.21
C -2.170 -1.141 -0.155 -0.23
C -2.877 -2.318 -0.886 -0.11
H 2.460 2.328 -1.768 0.11
H 3.113 3.236 -0.504 0.03
H 1.634 3.922 -0.975 0.10
H 0.769 2.920 0.891 0.16
H 2.038 0.391 -0.566 0.13
H -0.190 0.815 1.730 0.14
H 1.360 0.031 2.155 0.13
H -0.185 -1.751 1.502 0.11
H 1.354 -1.681 0.434 0.15
H -0.328 -2.050 -0.932 0.09
H -0.300 -0.385 -1.118 0.11
H -2.486 -0.313 -0.720 0.08
H -2.456 -1.054 0.832 0.08
H -4.010 -2.169 -0.947 0.09
H -2.728 -3.298 -0.417 0.07
H -2.514 -2.401 -1.871 0.04
```

LUMO energy: 1.2 eV
largest force on an atom: 5.67 eV/A
spin multiplicity: 1
orbital gap: 10.01 eV
E: -314.30400 hartree
ΔE to the lowest compared entry with this formula, charge and spin: 2.464 eV
SMILES: C/C=C/CCCCC



C8H16AsCl16F6NiO4PY | the ωB97M-V functional and the def2-TZVPD basis

```
54
Properties=species:S:1:pos:R:3:mulliken_spin:R:1
Y 2.952 2.244 2.145 -0.01
Ni 0.547 4.101 -0.042 1.59
P 2.519 4.616 1.079 -0.02
O 3.886 4.103 1.504 0.02
O 2.290 3.320 0.334 0.25
O 1.964 5.387 -0.097 0.06
O 1.425 3.882 1.838 0.11
As 0.350 0.478 -0.237 0.00
F -0.827 0.279 1.121 0.00
F 0.827 -1.277 -0.225 0.00
F 1.609 0.821 -1.513 0.00
F -0.024 2.221 -0.286 0.00
F 1.626 0.823 1.057 0.00
F -0.898 0.107 -1.447 0.00
C 1.953 -3.538 -1.867 0.00
Cl 2.712 -4.408 -3.208 0.00
Cl 0.222 -3.696 -1.871 0.00
H 2.197 -3.949 -0.887 0.00
H 2.223 -2.482 -1.877 0.00
C -3.872 1.783 -1.395 0.00
Cl -5.193 2.308 -2.392 0.00
Cl -2.774 3.126 -0.999 0.00
H -4.216 1.362 -0.450 0.00
H -3.241 1.050 -1.898 0.00
C -1.156 2.212 3.774 0.00
Cl -1.678 3.078 2.332 0.00
Cl 0.533 1.631 3.607 0.00
H -1.184 2.827 4.674 0.00
H -1.776 1.340 3.981 0.00
C -2.906 -2.835 -0.933 0.00
Cl -3.397 -4.444 -1.395 0.00
Cl -4.263 -1.758 -1.198 0.00
H -2.746 -2.859 0.145 0.00
H -2.126 -2.427 -1.575 0.00
C 4.867 -0.396 -0.721 0.00
Cl 4.270 -1.707 0.254 0.00
Cl 4.663 1.098 0.217 0.00
H 5.919 -0.590 -0.929 0.00
H 4.344 -0.318 -1.674 0.00
C 0.867 0.517 -4.630 0.00
Cl 0.834 0.850 -6.315 0.00
Cl 1.688 -0.964 -4.244 0.00
H 1.456 1.334 -4.213 0.00
H -0.111 0.484 -4.150 0.00
C -3.776 -0.374 2.463 0.00
Cl -2.872 -1.167 3.838 0.00
Cl -4.534 1.126 3.016 0.00
H -3.166 -0.143 1.590 0.00
H -4.514 -1.081 2.081 0.00
C 0.575 -3.680 2.199 0.00
Cl 0.020 -4.714 3.504 0.00
Cl 0.363 -1.951 2.692 0.00
H 1.604 -3.879 1.897 0.00
H -0.052 -3.876 1.329 0.00
```

LUMO energy (alpha / beta): -4.8 / -4.8 eV
largest force on an atom: 13.34 eV/A
spin multiplicity: 3
orbital gap (alpha / beta): 7.82 / 7.42 eV
E: -12701.25579 hartree
expectation value of S²: 2.01
net charge: +1



C8H16B3F12LiO2 | the ωB97M-V functional and the def2-TZVPD basis

```
42
Properties=species:S:1:pos:R:3:lowdin_charge:R:1
Li 0.776 -0.637 0.718 0.96
B -0.823 -3.334 3.906 -1.37
F -0.979 -3.469 2.548 0.09
F -0.246 -2.143 4.148 0.15
F -2.092 -3.432 4.473 0.09
F -0.034 -4.427 4.353 0.07
B 4.633 2.786 -0.424 -1.47
F 5.600 3.514 0.231 0.11
F 3.645 2.355 0.437 0.09
F 4.032 3.670 -1.271 0.11
F 5.202 1.764 -1.072 0.16
B 5.607 -4.186 2.055 -1.39
F 6.885 -3.737 1.735 0.09
F 5.613 -4.674 3.344 0.10
F 4.726 -3.117 1.993 0.09
F 5.185 -5.228 1.287 0.12
C 0.062 -1.218 -6.095 -0.20
C 0.572 -2.630 -5.913 -0.16
C 0.854 -2.740 -4.430 -0.14
O 0.546 -1.379 -3.943 -0.16
C 0.553 -0.439 -4.941 -0.27
H -1.027 -1.275 -6.089 0.11
H 0.391 -0.804 -7.049 0.11
H 1.624 -2.611 -6.198 0.11
H -0.091 -3.365 -6.369 0.12
H 1.877 -2.883 -4.081 0.12
H 0.110 -3.282 -3.846 0.12
H 1.482 0.124 -5.032 0.13
H -0.208 0.290 -4.662 0.12
C -4.297 4.613 3.423 -0.18
C -5.242 3.622 2.851 -0.19
C -4.497 2.262 2.845 -0.17
O -3.215 2.736 2.392 -0.16
C -2.910 3.896 3.144 -0.19
H -4.411 4.832 4.484 0.10
H -4.323 5.638 3.055 0.10
H -5.455 3.882 1.814 0.11
H -6.072 3.544 3.553 0.11
H -4.812 1.484 2.150 0.12
H -4.567 1.854 3.853 0.12
H -2.281 4.588 2.584 0.11
H -2.392 3.556 4.040 0.12
```

LUMO energy: 2.1 eV
largest force on an atom: 3.37 eV/A
spin multiplicity: 1
orbital gap: 7.52 eV
E: -1746.08356 hartree
ΔE to the lowest compared entry with this formula, charge and spin: 3.106 eV
net charge: -2



The highest E belongs to which entry? C8H16



Which of these has the highest E? C8H16